[1]
Formula: C17H16FN3O4S
Source: OMol25
Level of theory: ωB97M-V/def2-TZVPD

The geometry in XYZ format:
```
42
Properties=species:S:1:pos:R:3:nbo_charge:R:1
C -0.932 3.517 0.147 -0.615
C -0.889 2.048 -0.257 -0.062
C -1.063 1.867 -1.763 -0.616
N -1.912 1.289 0.449 -0.889
S -1.470 -0.043 1.325 2.326
O -0.090 0.065 1.719 -0.961
O -2.453 -0.218 2.352 -0.932
C -1.736 -1.371 0.135 -0.291
C -2.894 -1.203 -0.598 -0.241
C -3.260 -2.167 -1.517 0.394
F -4.385 -2.000 -2.234 -0.316
C -2.491 -3.301 -1.712 -0.251
C -1.341 -3.454 -0.963 -0.165
C -0.943 -2.501 -0.027 -0.016
C 0.310 -2.745 0.765 -0.239
N 1.326 -1.732 0.552 -0.467
C 2.148 -1.340 1.611 0.716
O 2.239 -1.925 2.654 -0.538
C 2.850 -0.129 1.133 -0.157
C 3.782 0.701 1.725 -0.125
C 4.191 1.800 0.976 -0.239
C 3.656 2.004 -0.290 0.046
N 2.759 1.209 -0.860 -0.379
C 2.377 0.170 -0.148 0.122
C 1.358 -0.857 -0.517 0.676
O 0.688 -0.946 -1.515 -0.544
H -0.810 3.618 1.224 0.215
H -0.128 4.059 -0.344 0.223
H -1.881 3.962 -0.146 0.203
H 0.075 1.622 0.043 0.215
H -0.953 0.819 -2.028 0.235
H -2.046 2.212 -2.074 0.199
H -0.301 2.434 -2.290 0.215
H -2.610 1.837 0.923 0.418
H -3.497 -0.323 -0.450 0.252
H -2.792 -4.040 -2.438 0.235
H -0.731 -4.333 -1.110 0.219
H 0.725 -3.725 0.505 0.215
H 0.092 -2.733 1.840 0.251
H 4.163 0.506 2.716 0.238
H 4.913 2.497 1.373 0.227
H 3.956 2.855 -0.887 0.200
```

Calculated values
LUMO: -0.478 eV
SMILES string: CC(C)NS(=O)(=O)c1cc(F)ccc1CN1C(=O)c2cccnc2C1=O
Total charge: 0
HOMO-LUMO gap: 8.9 eV



[2]
Formula: C20H31GeN5O2PdSe
Source: OMol25
Level of theory: ωB97M-V/def2-TZVPD

The geometry in XYZ format:
```
61
Properties=species:S:1:pos:R:3:nbo_charge:R:1
Pd 0.045 -0.912 0.410 0.048
N 2.620 -1.284 0.464 -0.865
C 3.081 -1.666 -0.872 -0.218
C 3.045 -3.182 -1.054 -0.418
C 1.623 -3.746 -0.922 -0.219
N 1.022 -3.612 0.390 -0.851
H 2.801 -0.288 0.605 0.383
H 3.148 -1.793 1.170 0.359
H 4.107 -1.309 -1.060 0.169
H 2.414 -1.190 -1.602 0.198
H 3.702 -3.660 -0.316 0.185
H 3.429 -3.427 -2.045 0.210
H 1.645 -4.814 -1.179 0.180
H 0.973 -3.228 -1.639 0.194
H 1.681 -3.867 1.117 0.347
H 0.731 -2.612 0.523 0.341
O -7.931 -1.584 0.097 -0.384
N -6.960 -2.322 0.155 0.526
O -7.052 -3.535 0.212 -0.379
C -5.663 -1.700 0.157 0.027
C -5.668 -0.329 0.168 -0.108
C -4.476 0.422 0.166 -0.119
C -4.482 1.830 0.166 -0.116
C -3.281 2.488 0.137 -0.262
C -2.102 1.732 0.109 0.084
N -2.065 0.422 0.142 -0.426
C -3.228 -0.247 0.169 0.177
C -3.206 -1.690 0.176 0.239
N -1.999 -2.275 0.190 -0.457
C -1.923 -3.589 0.171 0.061
C -3.054 -4.404 0.138 -0.244
C -4.305 -3.834 0.132 -0.141
C -4.422 -2.431 0.155 -0.113
H -6.617 0.188 0.177 0.251
H -5.423 2.359 0.183 0.220
H -3.229 3.566 0.127 0.224
H -1.149 2.242 0.037 0.210
H -0.921 -4.011 0.194 0.255
H -2.945 -5.477 0.120 0.222
H -5.183 -4.457 0.113 0.252
C 3.737 2.812 -2.102 -1.081
Ge 3.441 3.752 -0.383 1.583
C 4.488 2.912 1.080 -1.078
C 3.953 5.665 -0.532 -1.074
C 1.507 3.476 0.027 -1.045
Se 1.261 1.510 0.070 0.256
C 0.851 1.317 1.981 -0.785
H 4.790 2.774 -2.365 0.230
H 3.207 3.319 -2.903 0.227
H 3.357 1.795 -2.041 0.236
H 5.550 2.958 0.857 0.229
H 4.214 1.869 1.210 0.229
H 4.321 3.430 2.020 0.226
H 5.010 5.736 -0.766 0.229
H 3.778 6.193 0.400 0.228
H 3.398 6.161 -1.322 0.228
H 0.859 3.889 -0.744 0.228
H 1.198 3.872 0.991 0.232
H 1.698 1.632 2.591 0.215
H 0.629 0.242 2.131 0.233
H -0.032 1.910 2.223 0.213
```

Calculated values
LUMO: -1.079 eV
Total charge: 0
HOMO-LUMO gap: 5.3 eV



[3]
Formula: C21H38O8
Source: OMol25
Level of theory: ωB97M-V/def2-TZVPD

The geometry in XYZ format:
```
67
Properties=species:S:1:pos:R:3:nbo_charge:R:1
C 7.025 -0.092 -2.838 -0.657
C 6.741 -0.921 -1.521 -0.069
O 6.694 -0.135 -0.320 -0.525
C 5.769 0.954 -0.422 0.210
O 6.552 2.149 -0.578 -0.536
C 5.893 3.087 -1.390 0.990
O 5.282 3.961 -0.844 -0.577
O 6.064 2.935 -2.738 -0.511
C 4.960 3.463 -3.502 -0.082
C 3.766 2.424 -3.679 -0.430
C 2.671 2.725 -2.589 -0.438
C 1.552 1.646 -2.464 -0.035
C 0.335 2.047 -1.727 -0.219
C -0.788 1.149 -1.488 -0.205
C -0.688 -0.222 -2.004 -0.235
C 0.489 -0.621 -2.760 -0.236
C 1.624 0.289 -3.003 -0.178
H 6.038 0.289 -3.219 0.195
H 7.658 0.782 -2.552 0.236
H 7.461 -0.719 -3.657 0.221
H 7.520 -1.731 -1.443 0.197
H 5.747 -1.445 -1.629 0.159
H 5.217 0.945 0.562 0.182
H 5.002 0.790 -1.223 0.157
H 5.358 3.628 -4.544 0.199
H 4.583 4.457 -3.159 0.213
H 4.119 1.364 -3.710 0.214
H 3.325 2.650 -4.695 0.219
H 2.195 3.727 -2.770 0.225
H 3.180 2.791 -1.587 0.228
H 0.244 3.087 -1.318 0.214
H -1.648 1.538 -0.898 0.223
H -1.554 -0.895 -1.793 0.230
H 0.524 -1.667 -3.158 0.217
H 2.529 -0.053 -3.564 0.205
C -1.971 -4.016 2.524 -0.256
O -3.147 -4.647 2.042 -0.553
C -4.199 -3.722 1.785 -0.090
C -4.311 -3.408 0.303 -0.089
O -3.163 -2.709 -0.169 -0.556
C -2.253 -3.554 -0.856 -0.259
H -1.150 -4.730 2.456 0.190
H -1.712 -3.130 1.938 0.179
H -2.106 -3.735 3.574 0.167
H -4.062 -2.807 2.370 0.178
H -5.127 -4.196 2.115 0.187
H -5.171 -2.749 0.149 0.187
H -4.478 -4.321 -0.279 0.176
H -2.639 -3.776 -1.857 0.168
H -2.072 -4.487 -0.317 0.185
H -1.307 -3.021 -0.956 0.189
C -5.447 1.454 5.824 -0.256
O -4.533 1.916 4.842 -0.551
C -3.765 0.862 4.270 -0.089
C -4.308 0.454 2.910 -0.091
O -5.603 -0.132 3.023 -0.555
C -6.638 0.778 2.686 -0.256
H -6.160 2.254 6.027 0.190
H -5.999 0.573 5.487 0.180
H -4.910 1.219 6.749 0.168
H -3.720 0.003 4.948 0.175
H -2.748 1.244 4.141 0.186
H -3.647 -0.308 2.484 0.185
H -4.326 1.306 2.222 0.177
H -6.688 0.897 1.599 0.168
H -6.494 1.753 3.156 0.182
H -7.583 0.359 3.035 0.190
```

Calculated values
LUMO: 0.654 eV
SMILES string: CCOCOC(=O)OCCCc1ccccc1.COCCOC.COCCOC
Total charge: 0
HOMO-LUMO gap: 9.7 eV



[4]
Formula: C4H6ClN
Source: OMol25
Level of theory: ωB97M-V/def2-TZVPD

The geometry in XYZ format:
```
12
Properties=species:S:1:pos:R:3:nbo_charge:R:1
C -0.626 0.495 -0.065 0.174
C -1.355 3.002 0.074 0.335
C -1.380 -0.034 -1.264 -0.643
C 0.155 -0.364 0.651 -0.397
N -0.879 1.904 0.182 -0.570
Cl 4.424 -1.671 1.778 -0.283
H -1.541 0.716 -1.973 0.231
H -2.341 -0.540 -0.929 0.233
H -0.727 -0.830 -1.708 0.224
H 3.136 -1.314 1.445 0.283
H 0.214 -1.374 0.436 0.206
H 0.920 0.008 1.374 0.207
```

Calculated values
LUMO: 0.260 eV
Total charge: 0
HOMO-LUMO gap: 10.4 eV



[5]
Formula: C37H20IN9Sn
Source: OMol25
Level of theory: ωB97M-V/def2-TZVPD

The geometry in XYZ format:
```
68
Properties=species:S:1:pos:R:3:nbo_charge:R:1
Sn 0.695 -0.502 -0.981 1.307
C -2.131 5.503 -2.394 -0.198
C -3.287 5.078 -1.713 -0.229
C -3.294 3.904 -0.991 -0.187
C -2.121 3.146 -0.978 -0.088
C -1.740 1.917 -0.329 0.416
N -2.547 1.251 0.544 -0.404
C -2.366 -1.195 -0.156 0.150
C -3.109 -2.478 0.152 0.071
C -4.426 -2.845 -0.056 -0.221
C -4.822 -4.100 0.391 -0.189
C -3.928 -4.954 1.037 -0.207
C -2.611 -4.575 1.249 -0.155
C -2.225 -3.327 0.791 -0.120
C -0.909 -2.660 0.824 0.486
N 0.143 -3.272 1.375 -0.584
C 1.329 -2.688 1.380 0.482
N 1.744 -1.564 0.764 -0.697
C 3.108 -1.380 1.075 0.424
N 3.906 -0.445 0.711 -0.449
C 3.534 0.644 -0.011 0.345
N 2.284 0.982 -0.380 -0.628
C 2.354 2.155 -1.102 0.265
N 1.335 2.853 -1.582 -0.397
C 0.075 2.627 -1.328 0.297
N -0.480 1.583 -0.551 -0.587
C -0.966 3.574 -1.642 -0.062
C -0.963 4.771 -2.359 -0.174
C 3.725 2.574 -1.188 -0.005
C 4.347 3.684 -1.769 -0.197
C 5.710 3.801 -1.626 -0.215
C 6.461 2.844 -0.909 -0.227
C 5.857 1.755 -0.327 -0.167
C 4.471 1.623 -0.476 -0.121
C 3.541 -2.481 1.944 -0.087
C 4.758 -2.769 2.538 -0.167
C 4.823 -3.904 3.332 -0.197
C 3.706 -4.720 3.530 -0.209
C 2.488 -4.421 2.936 -0.189
C 2.436 -3.290 2.142 -0.035
N -0.980 -1.474 0.263 -0.623
H -2.163 6.433 -2.947 0.215
H -4.178 5.691 -1.750 0.215
H -4.177 3.596 -0.446 0.211
H -5.130 -2.188 -0.550 0.222
H -5.843 -4.422 0.237 0.218
H -4.271 -5.923 1.374 0.219
H -1.899 -5.219 1.747 0.236
H -0.066 5.106 -2.861 0.230
H 3.768 4.419 -2.312 0.220
H 6.224 4.645 -2.069 0.210
H 7.531 2.978 -0.819 0.210
H 6.423 1.019 0.227 0.222
H 5.616 -2.129 2.383 0.231
H 5.757 -4.167 3.811 0.215
H 3.797 -5.597 4.159 0.215
H 1.612 -5.038 3.079 0.230
I -5.012 1.578 2.249 0.122
C -3.919 0.879 0.547 0.008
C -4.771 0.848 -0.668 -0.195
C -4.441 0.349 -1.856 -0.257
C -3.165 -0.266 -2.244 0.123
N -2.294 -0.882 -1.565 -0.400
C -2.817 -0.113 0.817 -0.038
H -5.743 1.309 -0.559 0.235
H -5.156 0.457 -2.663 0.230
H -2.934 -0.169 -3.306 0.194
H -2.671 -0.418 1.851 0.233
```

Calculated values
LUMO (spin up / spin down): -1.200 / -1.250 eV
Total charge: 0
HOMO-LUMO gap (spin up / spin down): 5.0 / 5.0 eV



[6]
Formula: C5H6O
Source: OMol25
Level of theory: ωB97M-V/def2-TZVPD

The geometry in XYZ format:
```
12
Properties=species:S:1:pos:R:3:nbo_charge:R:1
C -1.776 -0.083 -0.022 -0.638
C -0.288 0.067 -0.124 -0.044
C 0.702 -0.959 -0.255 -0.339
C 1.896 -0.296 -0.166 0.138
O 1.746 1.015 -0.286 -0.419
C 0.405 1.258 -0.034 -0.026
H -2.243 0.486 -0.831 0.233
H -2.148 0.332 0.921 0.225
H -2.112 -1.123 -0.094 0.219
H 0.558 -2.029 -0.351 0.232
H 2.801 -0.508 0.380 0.206
H 0.445 1.861 0.865 0.214
```

Calculated values
LUMO: 0.877 eV
SMILES string: Cc1ccoc1
Total charge: 0
HOMO-LUMO gap: 9.0 eV



[7]
Formula: C33H31IrN2O7PSeSi
Source: OMol25
Level of theory: ωB97M-V/def2-TZVPD

The geometry in XYZ format:
```
77
Properties=species:S:1:pos:R:3:lowdin_spin:R:1
Ir 0.395 0.731 -0.804 1.396
O -0.419 4.312 0.357 0.177
C 0.006 3.247 0.821 0.145
O 0.888 2.482 0.227 0.408
C -0.470 2.817 2.163 0.171
C -1.198 3.717 2.948 0.058
C -1.759 3.296 4.138 0.073
C -1.427 2.077 4.633 0.130
C -0.641 1.156 3.907 0.020
C -0.247 1.526 2.636 0.155
P 0.518 0.166 1.704 0.241
C -0.188 -1.441 2.048 0.027
C -1.476 -1.771 2.478 0.023
C -1.815 -3.081 2.713 -0.001
C -0.960 -4.126 2.398 0.027
C 0.317 -3.851 1.955 0.000
C 0.690 -2.536 1.766 0.022
C 2.217 0.160 2.454 0.034
C 3.395 0.625 1.819 0.010
C 4.531 0.870 2.574 -0.001
C 4.586 0.491 3.927 0.009
C 3.403 0.102 4.521 0.003
C 2.190 -0.076 3.819 0.016
H -1.333 4.771 2.667 0.003
H -2.374 4.050 4.672 0.004
H -1.669 1.791 5.634 0.012
H -0.466 0.164 4.437 0.000
H -2.267 -1.005 2.619 0.002
H -2.787 -3.333 3.073 -0.001
H -1.255 -5.147 2.498 0.002
H 1.083 -4.597 1.772 0.000
H 1.745 -2.360 1.496 0.001
H 3.430 0.658 0.760 0.001
H 5.399 1.239 2.053 0.000
H 5.534 0.577 4.480 0.001
H 3.385 0.029 5.652 0.001
H 1.329 -0.470 4.342 0.002
O 2.427 -4.504 -1.697 0.000
C 1.153 -4.494 -2.054 0.000
O 0.628 -5.464 -2.481 0.000
C 0.462 -3.126 -1.905 0.005
C -0.968 -2.831 -1.889 0.033
N -1.076 -1.489 -1.644 0.002
N 0.112 -0.991 -1.432 0.008
C 1.084 -1.897 -1.612 0.020
C 2.334 -1.301 -1.239 0.000
O 3.441 -1.883 -1.176 -0.006
O 2.219 -0.086 -0.862 0.037
H 2.871 -3.644 -1.611 0.000
H -1.848 -3.425 -1.994 0.002
H -1.820 -0.808 -1.586 0.000
Se 0.965 1.970 -2.959 0.515
C 0.941 0.486 -4.168 0.045
C -0.162 0.222 -4.994 0.021
C -0.117 -0.792 -5.914 0.000
C 1.005 -1.601 -6.040 0.016
C 2.108 -1.288 -5.275 0.000
C 2.119 -0.234 -4.392 0.021
H -1.073 0.840 -4.930 0.002
H -0.969 -0.963 -6.572 0.000
H 1.073 -2.355 -6.767 0.001
H 2.997 -1.941 -5.350 0.000
H 3.059 0.049 -3.973 0.002
C -4.045 1.185 -1.950 0.002
Si -2.725 2.213 -0.976 0.007
C -3.591 2.892 0.582 0.002
C -2.358 3.493 -2.393 0.008
O -1.537 1.172 -0.437 0.073
H -4.870 1.867 -2.021 0.000
H -4.372 0.309 -1.366 0.000
H -3.609 0.907 -2.919 0.000
H -4.717 2.680 0.488 0.000
H -3.492 3.961 0.715 0.001
H -3.150 2.405 1.501 0.001
H -2.662 4.477 -2.029 0.001
H -2.832 3.250 -3.382 0.000
H -1.296 3.474 -2.652 0.009
```

Calculated values
LUMO (spin up / spin down): 2.296 / -0.309 eV
Total charge: -1
Spin multiplicity: 5
HOMO-LUMO gap (spin up / spin down): 3.7 / 5.2 eV



[8]
Formula: C19H49F3HfO22S5
Source: OMol25
Level of theory: ωB97M-V/def2-TZVPD

The geometry in XYZ format:
```
99
Properties=species:S:1:pos:R:3:mulliken_charge:R:1
Hf 6.325 -1.515 0.314 1.605
C 5.563 3.642 -3.407 0.645
F 5.867 3.886 -2.133 -0.217
F 4.212 3.815 -3.659 -0.206
F 6.261 4.543 -4.092 -0.199
S 6.018 1.869 -3.849 1.107
O 4.919 1.494 -4.692 -0.476
O 7.304 2.022 -4.628 -0.436
O 6.215 1.095 -2.581 -0.522
C 0.710 0.604 1.245 -1.322
C 1.304 0.504 -0.154 0.942
C 1.132 1.879 -0.731 -1.262
O 2.626 0.100 -0.078 -0.288
H 0.876 -0.340 1.764 0.349
H -0.374 0.723 1.241 0.425
H 0.991 1.497 1.803 0.388
H 0.672 -0.148 -0.758 0.200
H 1.195 1.791 -1.816 0.354
H 1.788 2.654 -0.336 0.457
H 0.144 2.260 -0.475 0.339
O -4.603 -0.049 1.774 -0.545
S -5.057 0.415 0.457 1.098
O -6.539 0.617 0.134 -0.598
O -4.279 1.839 0.137 -0.226
C -4.706 2.737 -0.823 -0.187
C -4.151 4.077 -0.383 -1.166
C -4.315 -0.696 -0.808 -0.848
H -5.788 2.866 -0.793 0.325
H -4.511 2.499 -1.868 0.328
H -4.497 4.881 -1.031 0.391
H -3.063 4.135 -0.358 0.191
H -4.443 4.302 0.643 0.329
H -4.777 -0.482 -1.771 0.349
H -4.413 -1.711 -0.423 0.431
H -3.251 -0.473 -0.890 0.152
O -1.769 -5.693 -1.770 -0.589
S -0.319 -5.789 -2.037 1.107
O 0.660 -5.308 -1.016 -0.601
O 0.000 -7.374 -2.498 -0.262
C -0.838 -7.926 -3.430 -0.098
C -0.619 -9.455 -3.417 -1.358
C 0.074 -4.868 -3.587 -0.914
H -0.689 -7.537 -4.437 0.315
H -1.876 -7.859 -3.104 0.310
H -0.894 -9.934 -2.478 0.342
H 0.407 -9.607 -3.751 0.343
H -1.237 -9.957 -4.162 0.394
H 1.155 -4.752 -3.658 0.305
H -0.352 -3.905 -3.305 0.299
H -0.608 -5.267 -4.338 0.403
O 1.675 9.664 -0.366 -0.608
S 2.760 9.116 0.468 1.184
O 3.525 9.995 1.341 -0.579
O 2.187 7.899 1.452 -0.356
C 1.095 7.089 0.949 -0.021
C 0.879 6.090 2.068 -1.298
C 3.799 7.979 -0.515 -0.876
H 1.243 6.444 0.083 0.247
H 0.204 7.709 0.850 0.303
H 0.273 6.502 2.875 0.360
H 1.777 5.701 2.549 0.339
H 0.237 5.258 1.783 0.345
H 3.264 7.939 -1.464 0.329
H 3.840 7.013 -0.012 0.242
H 4.769 8.457 -0.655 0.395
O -2.776 -6.116 5.798 -0.561
S -1.859 -5.040 5.805 1.197
O -2.072 -3.784 6.448 -0.583
O -0.417 -5.616 6.324 -0.330
C 0.670 -4.690 6.475 -0.113
C 1.272 -4.836 7.845 -1.279
C -1.438 -4.626 4.084 -0.937
H 0.340 -3.670 6.276 0.408
H 1.417 -5.034 5.760 0.208
H 1.585 -5.847 8.103 0.335
H 0.495 -4.708 8.598 0.326
H 2.115 -4.158 7.982 0.345
H -2.405 -4.433 3.620 0.390
H -0.956 -5.498 3.641 0.337
H -0.838 -3.746 3.850 0.259
O 3.808 -3.903 1.718 -0.595
H 2.890 -3.895 1.445 0.311
H 3.881 -4.668 2.289 0.321
O 0.721 1.563 6.547 -0.600
H 1.432 0.937 6.412 0.293
H 0.965 2.322 6.017 0.314
O -2.785 1.883 5.297 -0.589
H -3.126 1.238 4.678 0.316
H -1.913 1.561 5.524 0.311
C -1.568 1.256 -5.471 -0.259
C -1.626 1.346 -6.997 -0.286
O -2.886 0.794 -7.239 -0.313
C -3.433 0.288 -6.105 0.593
O -4.461 -0.437 -6.047 -0.549
O -2.638 0.531 -5.048 -0.241
H -1.424 2.256 -5.062 0.295
H -0.630 0.757 -5.232 0.225
H -0.860 0.665 -7.369 0.240
H -1.457 2.358 -7.363 0.301
```

Calculated values
LUMO: -12.733 eV
Total charge: +2
HOMO-LUMO gap: 1.6 eV



[9]
Formula: C3H2N2O
Source: OMol25
Level of theory: ωB97M-V/def2-TZVPD

The geometry in XYZ format:
```
8
Properties=species:S:1:pos:R:3:nbo_charge:R:1
C 0.138 0.351 1.278 0.711
C 0.032 -0.307 -0.984 0.040
C 0.577 -0.481 0.310 -0.553
N -1.164 1.179 -0.397 -0.065
N -0.616 0.912 -1.441 -0.169
O -0.139 0.733 2.345 -0.435
H -0.181 -1.172 -1.610 0.204
H 1.353 -1.214 0.500 0.266
```

Calculated values
LUMO (spin up / spin down): -0.626 / -0.812 eV
Total charge: 0
HOMO-LUMO gap (spin up / spin down): 7.1 / 7.8 eV